C10H13I | the ωB97M-V functional and the def2-TZVPD basis

Each line ends with the Mulliken charge.
Element x y z (Å)
I: 3.32 -0.04 -0.17  0.02
C: 1.32 0.19 0.48  -0.39
C: 0.68 -1.06 0.77  0.40
C: -0.67 -1.70 0.93  -0.69
C: -1.17 -1.99 -0.46  -0.73
C: 0.06 -2.85 -0.77  -0.51
C: 0.63 -2.47 0.68  -0.57
C: 0.80 1.55 0.47  0.01
C: 0.46 2.18 -0.96  -0.59
C: -0.69 2.95 -0.31  -0.46
C: -0.71 1.80 0.81  -0.50
H: -1.37 -1.56 1.74  0.40
H: -1.33 -1.17 -1.13  0.22
H: -1.97 -2.54 -0.44  0.51
H: -0.15 -3.89 -0.82  0.33
H: 0.70 -2.51 -1.57  0.26
H: 1.25 -3.25 1.23  0.32
H: 1.51 2.32 0.91  0.41
H: 0.05 1.52 -1.72  0.26
H: 1.37 2.71 -1.25  0.37
H: -0.38 3.79 0.40  0.25
H: -1.55 3.03 -1.03  0.28
H: -1.09 2.14 1.81  0.32
H: -1.08 0.84 0.39  0.07

The HOMO energy comes out at -8.28 eV. As for the LUMO energy: 0.66 eV. As for the structure (SMILES): I/C(=C1/[C@H]2CC[C@@H]12)C1CCC1. The maximum force comes out at 5.8 eV/Å.

C19H34N7O3P | the ωB97M-V functional and the def2-TZVPD basis

Each line ends with the Mulliken charge.
Element x y z (Å)
H: -4.26 -4.34 3.51  0.22
N: -4.01 -4.74 2.58  -0.63
C: -3.87 -3.77 1.62  0.45
N: -4.05 -2.29 1.98  -0.59
N: -3.48 -4.06 0.15  -0.43
C: -1.95 -3.88 0.17  -0.32
C: -1.30 -4.61 -1.14  -0.68
C: 0.33 -4.82 -1.08  -0.50
C: 0.90 -5.41 0.34  -0.63
C: 1.16 -4.22 1.49  0.29
C: 1.47 -4.70 3.01  -0.33
N: 1.69 -3.81 4.20  -0.51
C: 1.58 -2.37 3.76  0.41
C: 1.76 -1.21 4.95  -0.41
C: 1.68 0.40 4.69  0.03
O: 1.81 1.33 5.87  -0.50
C: 1.46 0.93 3.15  0.19
P: 1.39 2.83 2.74  0.82
N: 2.11 2.97 1.28  -0.62
O: 2.31 3.79 3.89  -0.50
O: -0.26 3.38 2.54  -0.52
C: 1.29 -0.20 1.97  -0.66
C: 1.32 -1.85 2.24  0.29
N: 1.11 -2.78 1.08  -0.21
H: -3.06 -1.93 2.11  0.25
H: -4.62 -2.17 2.85  0.28
H: -3.93 -3.37 -0.49  0.33
H: -1.61 -4.35 1.21  0.32
H: -1.76 -2.71 0.12  0.22
H: -1.87 -5.62 -1.39  0.29
H: -1.52 -3.89 -2.07  0.24
H: 0.95 -3.86 -1.41  0.30
H: 0.59 -5.64 -1.91  0.32
H: 0.11 -6.16 0.83  0.31
H: 1.91 -5.98 0.16  0.37
H: 1.52 -5.87 3.21  0.30
H: 1.96 -1.58 6.06  0.28
H: 0.86 1.55 6.17  0.34
H: 2.93 3.62 1.46  0.17
H: 2.12 4.75 3.63  0.37
H: -0.82 2.55 2.31  0.35
H: 1.13 0.21 0.86  0.30
C: -0.48 3.74 -1.17  -1.21
C: -0.68 3.35 -2.63  -0.35
N: -0.32 4.41 -3.58  0.07
C: -0.77 4.14 -4.95  -0.69
C: -0.16 2.94 -5.66  -0.95
C: 1.04 4.95 -3.47  -0.70
C: 2.20 3.98 -3.61  -0.94
H: -1.03 4.66 -0.92  0.32
H: -0.86 2.94 -0.52  0.34
H: 0.57 3.89 -0.92  0.22
H: -1.74 3.11 -2.75  0.42
H: -0.12 2.43 -2.83  0.25
H: -0.62 5.03 -5.56  0.35
H: -1.86 4.00 -4.92  0.40
H: 0.86 3.14 -5.99  0.22
H: -0.74 2.72 -6.57  0.40
H: -0.17 2.03 -5.05  0.27
H: 1.13 5.45 -2.49  0.38
H: 1.16 5.76 -4.19  0.34
H: 2.05 3.05 -3.05  0.23
H: 3.11 4.44 -3.22  0.36
H: 2.39 3.72 -4.65  0.28

The HOMO energy comes out at -7.91 eV. As for the LUMO energy: -1.71 eV. As for the structure (SMILES): [H]/N=C(\N)NCCCCc1cnc2cc(O)c(P(=N)(O)O)cc2n1.CCN(CC)CC. The maximum force comes out at 7.3 eV/Å.

C12H33N7Ti | the ωB97M-V functional and the def2-TZVPD basis

Each line ends with the Mulliken charge.
Element x y z (Å)
Ti: 0.21 -0.08 0.06  -0.12
N: 1.44 -1.87 0.38  -0.16
C: 0.74 -3.07 -0.16  -0.89
C: -0.73 -3.06 0.27  -0.67
N: -1.34 -1.69 0.28  0.15
C: -2.12 -1.52 1.54  -0.66
C: -1.17 -1.41 2.71  -0.96
N: -0.23 -0.30 2.40  -0.34
C: -2.28 -1.55 -0.86  -0.73
C: -1.52 -1.65 -2.17  -1.04
N: -0.27 -0.83 -2.07  -0.29
H: 2.38 -1.88 0.00  0.35
H: 1.58 -2.03 1.38  0.27
H: 1.20 -4.00 0.19  0.58
H: 0.85 -3.08 -1.25  0.36
H: -0.80 -3.49 1.26  0.47
H: -1.30 -3.73 -0.38  0.43
H: -2.82 -2.34 1.67  0.40
H: -2.69 -0.59 1.46  0.44
H: -0.61 -2.32 2.87  0.36
H: -1.74 -1.22 3.63  0.52
H: 0.57 -0.39 3.03  0.29
H: -0.69 0.56 2.70  0.24
H: -2.78 -0.58 -0.78  0.40
H: -3.05 -2.32 -0.82  0.51
H: -2.15 -1.33 -2.99  0.48
H: -1.25 -2.69 -2.37  0.35
H: -0.38 -0.04 -2.70  0.34
H: 0.49 -1.36 -2.48  0.34
C: 2.28 2.34 0.60  -0.84
C: 2.90 1.28 -0.28  -0.75
N: 1.83 0.74 -1.17  0.04
C: 1.32 1.76 -2.14  -0.96
C: 0.05 2.48 -1.64  -0.67
N: -0.79 1.64 -0.73  -0.06
C: -1.26 2.41 0.45  -0.38
C: -0.07 2.78 1.36  -1.01
N: 1.03 1.78 1.20  -0.30
H: 2.05 3.23 0.02  0.27
H: 2.99 2.65 1.37  0.55
H: 3.30 0.47 0.33  0.32
H: 3.72 1.70 -0.86  0.49
H: 2.30 0.03 -1.74  0.41
H: 1.14 1.28 -3.10  0.48
H: 2.09 2.51 -2.34  0.49
H: -0.53 2.79 -2.51  0.51
H: 0.31 3.40 -1.12  0.37
H: -1.63 1.39 -1.24  0.40
H: -1.99 1.80 0.99  0.25
H: -1.78 3.32 0.14  0.52
H: -0.40 2.83 2.39  0.51
H: 0.29 3.77 1.12  0.43
H: 1.30 1.48 2.12  0.48

Its spin multiplicity is 2. The HOMO energy (spin up / spin down) comes out at -19.04 / -20.81 eV. As for the LUMO energy (spin up / spin down): -10.14 / -9.74 eV. The maximum force comes out at 0.8 eV/Å. The expectation value of S² is 0.753. Its charge is +3.

C3H2LaO3 | the ωB97M-V functional and the def2-TZVPD basis

Each line ends with the Mulliken charge.
Element x y z (Å)
O: 2.57 1.37 -0.13  -0.14
C: 1.65 0.86 -0.60  0.76
O: 0.87 0.44 -1.39  -0.49
O: -0.68 -0.26 1.07  -0.46
C: -0.87 -0.18 2.34  0.51
C: -0.22 -0.62 3.41  -0.51
H: -0.66 -0.53 4.41  0.29
H: 0.75 -1.13 3.31  0.28
La: -1.43 -0.71 -1.35  1.76

Its spin multiplicity is 2. The HOMO energy (spin up / spin down) comes out at -15.40 / -17.53 eV. As for the LUMO energy (spin up / spin down): -9.68 / -9.58 eV. The maximum force comes out at 7.4 eV/Å. The expectation value of S² is 0.752. Its charge is +2.

The lowest maximum force belongs to which entry?
C12H33N7Ti

Which formula does entry 2 have?
C19H34N7O3P

Which of these has the highest maximum force?
C3H2LaO3

What did the first record say?
C10H13I | the ωB97M-V functional and the def2-TZVPD basis

Each line ends with the Mulliken charge.
Element x y z (Å)
I: 3.32 -0.04 -0.17  0.02
C: 1.32 0.19 0.48  -0.39
C: 0.68 -1.06 0.77  0.40
C: -0.67 -1.70 0.93  -0.69
C: -1.17 -1.99 -0.46  -0.73
C: 0.06 -2.85 -0.77  -0.51
C: 0.63 -2.47 0.68  -0.57
C: 0.80 1.55 0.47  0.01
C: 0.46 2.18 -0.96  -0.59
C: -0.69 2.95 -0.31  -0.46
C: -0.71 1.80 0.81  -0.50
H: -1.37 -1.56 1.74  0.40
H: -1.33 -1.17 -1.13  0.22
H: -1.97 -2.54 -0.44  0.51
H: -0.15 -3.89 -0.82  0.33
H: 0.70 -2.51 -1.57  0.26
H: 1.25 -3.25 1.23  0.32
H: 1.51 2.32 0.91  0.41
H: 0.05 1.52 -1.72  0.26
H: 1.37 2.71 -1.25  0.37
H: -0.38 3.79 0.40  0.25
H: -1.55 3.03 -1.03  0.28
H: -1.09 2.14 1.81  0.32
H: -1.08 0.84 0.39  0.07

The HOMO energy comes out at -8.28 eV. As for the LUMO energy: 0.66 eV. As for the structure (SMILES): I/C(=C1/[C@H]2CC[C@@H]12)C1CCC1. The maximum force comes out at 5.8 eV/Å.